No. 1
{"formula": "C21H39NO12P2S", "method": "ωB97M-V with the def2-TZVPD basis set", "symbols": ["C", "H", "H", "C", "H", "H", "C", "H", "H", "H", "H", "C", "H", "P", "H", "C", "P", "H", "H", "H", "H", "S", "H", "C", "H", "O", "H", "O", "O", "C", "H", "C", "O", "H", "H", "H", "H", "H", "H", "H", "H", "C", "H", "O", "C", "C", "H", "C", "H", "H", "C", "H", "C", "O", "H", "C", "O", "O", "H", "O", "H", "C", "O", "H", "O", "H", "O", "H", "N", "H", "C", "C", "C", "C", "H", "C"], "positions_angstrom": [[-5.124, 0.485, -5.313], [3.017, -0.490, 4.935], [0.072, 1.839, -5.949], [4.753, -1.443, -1.457], [2.470, -3.219, -0.419], [-0.668, 4.155, -6.046], [3.592, 0.094, 0.582], [1.206, -2.525, 9.633], [-3.307, 5.500, -7.404], [0.477, 2.598, -4.394], [4.607, 0.058, 6.839], [-6.433, 0.952, -5.919], [7.070, -0.854, -2.101], [1.072, -2.153, 6.065], [-1.087, -4.853, 5.460], [0.820, -1.725, 0.236], [-3.815, 2.769, -5.347], [0.896, -0.713, 0.819], [0.699, -2.599, 1.039], [-1.220, -3.179, 4.943], [1.806, -2.132, -1.818], [-0.534, -0.394, -1.605], [5.007, 1.870, 1.504], [3.427, -1.136, -0.487], [7.244, 1.245, -0.151], [-3.177, 2.388, -3.989], [-1.249, -2.475, 9.484], [0.629, -1.682, 4.658], [-4.529, 3.194, -6.865], [6.165, -0.613, -1.395], [-4.969, -0.571, -5.550], [-0.023, -4.450, 3.642], [1.567, -2.681, 7.637], [0.521, -5.396, 3.715], [-6.663, 1.975, -5.606], [4.406, -1.578, 5.024], [-7.258, 0.306, -5.605], [-5.633, 4.592, -7.850], [0.732, -1.114, 8.677], [2.972, -0.314, 7.412], [-4.602, 6.567, -6.808], [-0.348, 2.286, -5.044], [-3.685, 5.550, -5.685], [0.562, -3.727, 5.867], [3.495, -1.266, 5.542], [-0.529, -4.025, 5.010], [4.648, -2.330, -2.243], [4.978, 0.993, 0.713], [-5.912, 4.514, -6.105], [-1.523, 4.041, -4.515], [2.127, -2.115, -0.671], [-5.145, 0.580, -4.221], [-5.140, 4.476, -6.880], [0.760, 0.701, -1.423], [-1.183, -2.388, 7.717], [-0.666, -2.763, 8.605], [-2.368, 3.035, -6.129], [-4.027, 1.203, -5.844], [-0.651, -3.855, 8.531], [-0.461, -1.699, -0.510], [2.721, 0.371, 1.313], [-4.128, 5.589, -6.685], [2.653, -2.399, 5.637], [-0.908, 1.495, -4.537], [1.472, 3.439, 0.282], [-0.856, -4.581, 2.943], [-0.324, -1.018, -3.031], [4.239, -1.530, 7.556], [0.386, 1.964, -1.766], [0.674, -3.723, 3.217], [-1.229, 3.470, -5.401], [3.853, -0.731, 6.915], [0.744, -2.209, 8.693], [6.257, 0.613, -0.271], [-6.378, 0.952, -7.013], [0.953, 2.792, -0.792]], "lumo_ev": -2.058, "homo_energy_ev": -8.36, "total_energy_ev": -77864.18972, "e_above_lowest_kcal_mol": 356.3, "orbital_gap_ha": 0.23168}

---

No. 2
{"formula": "C21H39NO8", "method": "ωB97M-V with the def2-TZVPD basis set", "symbols": ["C", "O", "O", "C", "H", "H", "C", "H", "H", "H", "H", "C", "H", "C", "O", "C", "H", "H", "C", "C", "H", "H", "H", "O", "C", "H", "H", "O", "H", "H", "H", "O", "H", "H", "H", "C", "C", "O", "C", "N", "H", "H", "H", "H", "C", "H", "H", "O", "C", "C", "H", "H", "C", "H", "C", "C", "C", "H", "C", "H", "C", "H", "H", "H", "H", "H", "H", "H", "H"], "positions_angstrom": [[0.754, -5.047, -4.649], [-1.903, 2.959, 5.843], [0.187, -2.729, -4.993], [-0.258, 0.000, 3.422], [-3.516, 4.437, 7.355], [0.818, -4.747, 1.426], [0.221, -4.663, 2.341], [-1.468, -4.877, -3.001], [-3.739, 4.659, 3.593], [0.629, -3.501, -3.162], [0.260, -5.346, -5.578], [-1.623, -2.035, 4.221], [0.350, -0.773, -4.249], [0.600, -2.276, 3.080], [-2.494, -2.638, 3.376], [-2.686, 4.066, 5.396], [1.798, -4.845, -4.893], [0.335, -4.072, 4.347], [0.879, 0.455, 2.815], [2.337, 4.815, -4.533], [-2.299, 3.665, 3.308], [-0.551, -5.425, 2.517], [0.716, -5.885, -3.950], [0.387, 0.352, -1.075], [-1.367, -4.069, -3.727], [2.004, 5.441, -2.505], [2.725, -0.023, -2.340], [3.110, -2.449, 0.712], [-1.012, 0.688, 3.804], [2.615, 0.035, 1.879], [0.882, 1.153, -1.286], [-1.751, -2.002, 5.411], [2.505, 2.710, -3.065], [-4.471, 5.124, 6.029], [-2.044, -2.720, 2.520], [0.383, 4.161, -3.097], [-3.865, 4.270, 6.335], [3.414, -3.341, 2.716], [-3.153, 3.819, 3.969], [1.813, -0.383, 2.344], [1.012, 1.531, 2.708], [3.394, 5.083, -4.532], [0.088, -1.508, -1.865], [-2.040, 4.944, 5.423], [0.652, -0.606, -2.112], [2.368, -1.668, -2.906], [-0.243, 4.949, -3.520], [2.630, 3.503, -2.532], [0.178, -0.057, -3.446], [0.392, -3.742, 3.300], [0.053, 3.965, -2.075], [-1.830, -3.170, -3.315], [2.863, -2.582, 1.925], [2.235, 3.918, -5.151], [0.094, -3.810, -4.062], [-0.389, -1.401, 3.554], [2.137, -0.925, -2.140], [0.699, 0.875, -3.689], [1.852, 4.550, -3.117], [-2.464, 2.175, 5.826], [1.712, -1.700, 2.468], [0.219, 3.243, -3.667], [-0.281, -2.987, -5.795], [-1.929, -4.335, -4.626], [1.773, 5.624, -5.000], [2.461, -1.310, -1.171], [-3.767, 2.915, 3.914], [-0.889, 0.177, -3.408], [-4.501, 3.381, 6.356]], "lumo_ev": -0.963, "homo_energy_ev": -8.76, "total_energy_ev": -40277.33319, "orbital_gap_ha": 0.28664}

---

No. 3
{"formula": "C21H40B3BrF8NO5P", "method": "ωB97M-V with the def2-TZVPD basis set", "symbols": ["C", "F", "H", "H", "F", "H", "H", "H", "C", "H", "H", "C", "H", "O", "F", "H", "C", "C", "B", "C", "F", "O", "F", "C", "H", "C", "F", "B", "H", "H", "C", "H", "F", "C", "O", "H", "C", "H", "H", "H", "H", "H", "O", "F", "C", "C", "C", "H", "C", "H", "Br", "H", "H", "C", "H", "H", "H", "C", "C", "C", "H", "P", "H", "H", "C", "N", "H", "O", "H", "B", "H", "H", "H", "H", "C", "H", "H", "H", "H", "H"], "positions_angstrom": [[2.610, 3.693, 0.350], [-1.609, -2.033, -4.653], [6.284, 1.937, -0.368], [3.006, 1.042, 3.640], [-1.099, -2.535, -7.343], [1.618, 4.092, 2.362], [4.243, -0.880, 2.876], [1.985, 0.117, 1.919], [2.893, -1.828, 1.151], [3.891, 4.166, 3.404], [5.535, 0.677, 2.043], [1.619, -0.995, 1.798], [3.556, 1.062, -1.362], [-1.266, -0.688, 3.055], [-2.959, -3.512, -6.770], [2.537, 4.878, 0.269], [5.627, 0.954, -0.296], [-2.371, -2.298, -6.925], [-2.506, 0.159, 3.097], [-4.387, -3.386, -3.907], [-2.267, -4.284, -4.567], [-2.276, -1.714, 0.895], [-5.342, -3.572, -2.942], [-3.970, -1.909, -3.852], [0.404, -1.888, 0.084], [2.308, 3.238, 1.895], [-1.874, -0.247, -5.850], [-3.542, -0.984, 1.234], [-2.901, -1.768, -7.720], [-3.173, -1.725, -3.122], [0.292, -0.956, 0.789], [3.103, -1.365, 0.070], [-3.725, -5.660, -3.743], [5.593, -1.452, 1.071], [-3.777, -0.403, 2.599], [0.336, 0.006, 0.116], [3.970, 3.061, -0.312], [7.190, 0.187, 1.252], [6.476, -2.123, 1.490], [4.885, 3.480, 0.314], [2.153, 2.433, 4.589], [1.694, 3.291, -0.301], [-3.748, 2.812, 3.328], [-5.012, -3.629, -5.090], [-2.383, -1.489, -5.623], [3.187, 2.119, 4.119], [-6.441, 0.904, 1.349], [4.447, -2.772, 2.591], [3.625, 3.135, 2.864], [-4.175, -1.056, -0.960], [-6.693, 0.627, -1.588], [5.888, 0.243, -1.207], [-1.238, 3.131, 2.131], [4.277, -1.724, 2.057], [-0.296, 3.254, 3.544], [3.472, 0.979, 0.579], [-6.599, -0.070, 2.021], [4.033, 1.424, -0.347], [-4.730, -0.862, 0.078], [6.011, 0.155, 1.108], [-5.490, -1.765, 0.231], [-2.286, 1.955, 3.804], [1.625, 2.266, 1.895], [-4.714, 1.506, -0.087], [-5.471, 0.601, 0.040], [-0.851, 2.586, 2.954], [2.572, -2.954, 1.104], [-3.698, -1.282, -5.109], [4.040, 2.016, 4.924], [-1.143, -1.103, 1.632], [-7.505, 1.225, 0.966], [-3.802, 2.708, 2.315], [-6.034, 1.817, 2.001], [-4.833, -1.358, -3.459], [-3.261, -4.384, -3.657], [4.081, 3.518, -1.398], [5.345, -1.824, -0.028], [4.566, 2.638, 2.380], [-2.832, -4.256, -2.658], [1.300, -1.364, 2.864]], "lumo_ev": -0.569, "homo_energy_ev": -9.13, "total_energy_ev": -137252.96856, "orbital_gap_ha": 0.31451}

---

No. 4
{"formula": "C21H40BBr4F4N6O5P2", "method": "ωB97M-V with the def2-TZVPD basis set", "symbols": ["P", "H", "O", "H", "H", "H", "H", "O", "H", "N", "N", "C", "H", "N", "H", "H", "H", "C", "H", "H", "O", "H", "C", "C", "C", "O", "C", "C", "H", "O", "C", "F", "N", "C", "Br", "H", "H", "C", "H", "C", "H", "H", "C", "F", "H", "C", "Br", "C", "C", "H", "H", "H", "Br", "H", "C", "C", "H", "H", "H", "H", "P", "F", "C", "H", "H", "H", "C", "H", "C", "Br", "H", "B", "H", "H", "N", "F", "H", "H", "N", "H", "C", "H", "H"], "positions_angstrom": [[1.428, -0.176, -3.081], [2.098, -1.262, 3.494], [0.337, 0.702, -3.826], [1.361, -5.016, -0.698], [1.147, -2.377, 0.534], [3.060, 3.039, -1.883], [1.333, -1.200, -1.046], [-0.865, 1.246, 2.610], [0.001, -2.670, 1.788], [-2.018, -1.373, 1.043], [1.035, 1.715, 0.099], [0.208, 0.711, 0.039], [-1.827, 1.316, 2.603], [0.040, -0.271, 0.917], [-0.662, -3.941, -2.413], [1.299, -0.889, 5.022], [-3.303, -3.953, -0.087], [2.354, 3.791, -1.537], [-1.677, -2.082, 4.109], [2.025, 0.672, 1.605], [1.937, -1.275, -4.120], [1.580, 0.395, 3.860], [-1.727, -3.813, -2.595], [-2.080, -1.256, -2.080], [4.566, 1.395, 1.530], [0.749, -4.313, -0.939], [1.306, -0.664, 3.956], [-3.869, 4.930, -2.676], [-2.668, -0.720, 0.620], [2.493, 0.592, -2.409], [-0.758, -1.407, 0.308], [-1.876, 1.024, -0.400], [-0.681, 0.580, -1.079], [-1.081, -1.203, 4.370], [4.435, -0.537, 1.497], [-0.818, 4.014, 0.463], [-4.196, 5.843, -2.182], [-2.123, -2.430, -3.076], [-4.512, -3.724, 1.153], [3.432, 2.004, 0.710], [-3.176, -2.483, -3.359], [-2.316, -4.068, -1.713], [4.704, 2.012, 2.983], [5.831, 2.671, 3.049], [1.684, 2.354, 1.992], [-0.790, -0.895, -1.249], [-1.244, -2.122, -4.786], [-2.424, 4.957, -2.867], [-0.123, -4.038, 0.154], [0.135, 5.267, -0.390], [0.448, 0.798, -4.781], [0.060, -4.750, 0.966], [4.643, 0.824, 4.489], [-4.368, 4.852, -3.641], [0.099, -2.633, 0.700], [-2.752, -2.550, 1.522], [-1.769, -0.352, 4.464], [3.611, 3.080, 0.692], [3.559, 1.629, -0.308], [2.801, 4.422, -0.766], [0.735, 3.074, -1.114], [5.709, 1.701, 0.888], [2.022, 1.686, 1.197], [-4.144, 4.072, -2.063], [-3.317, -2.204, 2.394], [2.175, -0.937, -4.994], [0.179, 4.300, 0.118], [-4.283, -2.457, -0.033], [0.596, -1.232, -1.852], [-2.876, 0.249, -3.063], [-0.648, -1.376, 5.356], [-0.365, -0.015, 2.366], [2.090, 4.431, -2.388], [-2.054, -3.291, 1.914], [-0.019, -0.991, 3.373], [3.723, 2.911, 3.148], [0.834, 4.380, 0.992], [-2.010, -4.529, -3.370], [-1.288, 4.968, -3.019], [0.619, -2.258, -2.226], [-3.751, -3.203, 0.565], [-1.151, -4.197, -0.175], [-2.875, -1.480, -1.367]], "lumo_ev": -2.698, "homo_energy_ev": -11.42, "total_energy_ev": -351894.16690, "orbital_gap_ha": 0.32048, "charge": 1}

---

No. 5
{"formula": "C21H40Cl3N4O3PbSSi", "method": "ωB97M-V with the def2-TZVPD basis set", "symbols": ["H", "C", "C", "H", "H", "N", "H", "Cl", "C", "H", "C", "H", "C", "H", "H", "S", "H", "C", "O", "C", "Cl", "H", "H", "H", "N", "H", "H", "C", "H", "H", "H", "H", "H", "H", "H", "N", "H", "H", "H", "H", "H", "O", "H", "H", "H", "H", "C", "C", "H", "C", "C", "H", "H", "C", "H", "C", "C", "C", "H", "C", "O", "C", "H", "H", "H", "Cl", "C", "H", "C", "C", "H", "N", "Si", "Pb"], "positions_angstrom": [[3.235, -3.129, -6.059], [2.209, -3.280, -5.686], [-2.831, 0.223, -2.253], [2.707, -3.044, -3.022], [-3.413, 0.940, -1.659], [0.538, 1.058, 9.139], [3.561, -1.488, -2.882], [1.641, -0.750, 2.374], [-2.053, 3.283, 1.660], [-1.084, 0.234, -5.494], [-1.664, -3.180, 1.880], [-0.529, -4.517, 4.809], [-0.219, 1.601, -6.976], [0.865, 1.760, 8.473], [0.938, -1.510, -6.000], [-0.431, 0.209, 6.841], [-0.651, -1.146, -0.236], [0.278, 4.320, 1.434], [-0.237, -0.328, -3.217], [2.114, 1.496, -5.409], [1.915, 1.839, 5.466], [0.583, 1.179, 10.162], [1.669, 0.444, -3.031], [0.909, 2.932, -8.264], [-1.422, -3.412, 3.311], [-0.915, 0.467, 0.448], [2.994, 2.823, -6.861], [-0.184, 2.369, 2.766], [-0.578, -1.176, 10.174], [-2.195, 2.892, 0.644], [-3.072, -0.797, -1.923], [0.915, 2.135, 2.814], [-0.141, 5.281, 1.748], [-2.399, -2.371, 1.749], [-0.731, -2.934, 1.345], [-0.495, -1.073, 9.148], [2.067, -1.742, -1.954], [-1.324, -5.468, 3.481], [0.306, 4.197, 0.349], [-2.601, 2.641, 2.371], [1.252, 4.119, 1.902], [-1.931, -1.253, 3.739], [-1.135, 1.634, -7.574], [0.261, -4.662, 3.195], [-0.866, -1.761, 8.485], [-3.108, 0.324, -3.311], [-0.208, 0.820, -5.810], [1.745, -1.420, -4.055], [-1.251, 2.961, -1.549], [1.569, -2.003, -5.249], [0.956, 0.789, -5.031], [1.633, -3.685, -6.528], [-1.768, -2.673, 5.249], [2.095, 2.267, -6.574], [0.450, 2.585, -1.933], [0.925, 2.321, -7.355], [-0.593, 2.371, -2.204], [-0.419, -0.080, -0.364], [-2.068, -4.115, 1.487], [-1.725, -2.429, 4.161], [-1.091, 1.756, 3.418], [2.562, -1.961, -2.915], [-0.750, 2.709, -3.238], [0.662, 0.044, -0.221], [2.229, -4.034, -4.889], [0.918, -2.472, 5.956], [-0.052, 0.025, 8.447], [-2.400, 4.310, 1.715], [-0.699, -4.602, 3.730], [1.053, -0.084, -3.778], [3.009, 1.395, -4.774], [-0.614, 3.303, 1.939], [-1.012, 0.544, -2.017], [0.094, -0.019, 4.283]], "lumo_ev": 2.213, "homo_energy_ev": -3.89, "total_energy_ev": -96062.49989, "e_above_lowest_kcal_mol": 56.3, "orbital_gap_ha": 0.22423, "charge": -1}

---

No. 6
{"formula": "C21H40ClI2O5", "method": "ωB97M-V with the def2-TZVPD basis set", "symbols": ["C", "C", "H", "H", "O", "C", "H", "H", "C", "H", "H", "C", "H", "H", "C", "H", "H", "O", "C", "H", "H", "C", "H", "C", "C", "O", "H", "C", "H", "H", "O", "H", "H", "H", "H", "Cl", "C", "H", "H", "H", "H", "C", "H", "I", "C", "H", "H", "H", "I", "H", "C", "C", "H", "H", "H", "H", "H", "H", "H", "C", "C", "C", "H", "H", "C", "H", "C", "H", "O"], "positions_angstrom": [[0.386, 2.280, -2.902], [2.335, -3.457, -0.679], [1.801, -2.170, -2.390], [3.735, 6.059, -3.158], [1.435, 1.341, -1.015], [-5.312, -3.724, 3.883], [3.822, -2.838, 0.753], [1.241, 0.442, -3.675], [-4.481, -4.830, 2.001], [-1.834, -2.960, 2.616], [3.464, 8.240, -4.143], [2.464, -2.200, -1.524], [-0.733, 0.532, 3.566], [0.092, 6.312, -4.317], [-5.363, -5.804, 2.771], [-0.512, 0.864, -1.516], [2.993, 0.447, -1.995], [-1.915, 0.239, 1.875], [-1.845, -1.118, 1.443], [0.798, 8.533, -3.701], [2.343, 7.625, -5.369], [0.152, 1.736, -1.499], [-5.900, -6.492, 2.118], [-1.765, 0.286, 3.302], [-6.277, -4.849, 3.534], [-4.366, -3.668, 2.818], [-1.593, -1.317, 4.758], [1.645, 0.350, 4.468], [-4.942, -4.558, 1.044], [2.133, 1.891, -4.181], [1.843, 5.414, -3.684], [-5.794, -2.749, 3.971], [3.524, 5.582, -4.853], [-2.830, -1.431, 1.074], [-4.789, -3.934, 4.822], [1.866, 1.897, 5.424], [3.734, -3.544, -0.075], [4.857, -3.957, -1.887], [-4.762, -6.389, 3.471], [-6.736, -5.297, 4.414], [3.050, 2.214, -1.986], [2.656, 7.533, -4.326], [-0.270, 2.463, -0.804], [3.553, -0.849, 4.865], [1.461, 7.724, -3.397], [-0.492, 2.186, -3.542], [3.993, -4.539, 0.286], [0.689, 3.327, -2.863], [1.823, 0.966, 2.316], [2.272, -1.319, -0.904], [0.792, 6.358, -3.475], [2.384, 1.347, -2.077], [1.803, 7.920, -2.378], [-3.137, -1.307, 3.865], [-3.481, -5.217, 1.801], [5.524, -2.613, -0.939], [-2.441, 1.059, 3.673], [-7.069, -4.481, 2.878], [1.554, -3.362, 0.076], [-2.062, -1.119, 3.795], [-1.449, -1.941, 2.662], [1.573, 1.436, -3.363], [0.256, 6.086, -2.565], [-0.363, -1.955, 2.775], [4.600, -3.103, -1.248], [2.124, -4.330, -1.302], [3.052, 6.097, -4.014], [-1.123, -1.192, 0.625], [3.816, -2.175, -2.001]], "lumo_ev": 2.401, "homo_energy_ev": -3.56, "total_energy_ev": -61385.14533, "orbital_gap_ha": 0.21902, "charge": -1}

---

- Number 1 is which compound?
  C21H39NO12P2S

---

- Which formula does entry 5 have?
  C21H40Cl3N4O3PbSSi